# 1
2 unconnected molecules or ions with the total composition C4H11NS at a distorted geometry. Source: the Open Molecules 2025 dataset; level of theory: the ωB97M-V functional and the def2-TZVPD basis.

Atoms and positions in Å:
C -0.230 -1.338 -0.999
N 0.963 -1.765 -1.576
C 1.987 -0.775 -1.682
C -1.009 1.516 3.339
S -0.688 0.986 1.611
C -0.744 0.081 -1.309
H -1.031 -2.020 -1.307
H -0.144 -1.357 0.123
H 1.760 0.265 -2.015
H 2.644 -1.161 -2.465
H 2.499 -0.596 -0.735
H -0.040 1.817 3.743
H -1.396 0.684 3.911
H -1.606 2.428 3.318
H -0.307 0.882 -0.710
H -0.899 0.295 -2.359
H -1.759 0.058 -0.886

As for the lowest unoccupied orbital energy (spin up / spin down): -8.02 / -8.41 eV. As for the gap between HOMO and LUMO (spin up / spin down): 5.4 / 4.3 eV. For the HOMO energy (spin up / spin down), the calculation gives -13.420 / -12.726 eV. As for the multiplicity: 2. As for the charge: +1. Its electronic energy is -16639.21354 eV.

Charges per atom according to Löwdin partitioning, unit e: atom 1 (C): -0.253, atom 2 (N): 0.227, atom 3 (C): -0.042, atom 4 (C): -0.451, atom 5 (S): 0.715, atom 6 (C): -0.140, atom 7 (H): 0.144, atom 8 (H): 0.157, atom 9 (H): 0.128, atom 10 (H): 0.108, atom 11 (H): 0.149, atom 12 (H): 0.039, atom 13 (H): 0.026, atom 14 (H): 0.036, atom 15 (H): -0.023, atom 16 (H): 0.099, atom 17 (H): 0.080

# 2
C4H11NS2 in the gas phase at a distorted geometry. Source: the Open Molecules 2025 dataset; level of theory: the ωB97M-V functional and the def2-TZVPD basis.

Atoms and positions in Å:
C -0.438 -0.104 2.684
S -1.490 0.491 1.334
N -0.516 -0.327 0.194
S -1.326 -1.661 -0.640
C 0.222 0.553 -0.630
C -0.415 0.958 -1.969
C 1.622 -0.135 -0.821
H -1.207 -0.432 3.489
H 0.237 0.562 3.197
H -0.014 -1.111 2.308
H -1.105 -2.588 0.442
H 0.416 1.576 -0.063
H -0.660 0.015 -2.501
H -1.402 1.417 -1.746
H 0.169 1.605 -2.647
H 1.509 -1.007 -1.604
H 1.934 -0.404 0.243
H 2.462 0.593 -1.270

As for the lowest unoccupied orbital energy: 0.66 eV. As for the gap between HOMO and LUMO: 9.1 eV. For the HOMO energy, the calculation gives -8.458 eV. As for the charge: 0. Its electronic energy is -27484.72864 eV.

Charges per atom according to Löwdin partitioning, unit e: atom 1 (C): -0.402, atom 2 (S): 0.781, atom 3 (N): -0.877, atom 4 (S): 0.696, atom 5 (C): -0.653, atom 6 (C): -0.109, atom 7 (C): -0.100, atom 8 (H): 0.043, atom 9 (H): 0.016, atom 10 (H): 0.059, atom 11 (H): -0.083, atom 12 (H): 0.149, atom 13 (H): 0.040, atom 14 (H): 0.079, atom 15 (H): 0.085, atom 16 (H): 0.091, atom 17 (H): 0.078, atom 18 (H): 0.105

# 3
C4H11NS2 in the gas phase at a distorted geometry. Source: the Open Molecules 2025 dataset; level of theory: the ωB97M-V functional and the def2-TZVPD basis.

Atoms and positions in Å:
C -0.383 2.295 3.011
C -1.383 1.324 2.417
N -1.336 1.288 0.947
C -0.269 0.404 0.459
C -0.147 0.550 -1.035
S 1.067 -0.493 -1.905
S 0.592 -2.349 -1.162
H -0.606 3.314 2.709
H -0.398 2.301 4.098
H 0.633 2.045 2.691
H -1.450 0.327 2.870
H -2.371 1.760 2.608
H -2.251 0.922 0.704
H -0.447 -0.621 0.825
H 0.671 0.682 0.945
H 0.137 1.552 -1.353
H -1.120 0.373 -1.496
H 1.840 -2.801 -1.010

As for the lowest unoccupied orbital energy: 0.58 eV. As for the gap between HOMO and LUMO: 8.9 eV. For the HOMO energy, the calculation gives -8.331 eV. As for the charge: 0. Its electronic energy is -27486.54337 eV.

Charges per atom according to Löwdin partitioning, unit e: atom 1 (C): -0.099, atom 2 (C): -0.306, atom 3 (N): -0.091, atom 4 (C): -0.332, atom 5 (C): -0.570, atom 6 (S): 0.421, atom 7 (S): 0.315, atom 8 (H): 0.072, atom 9 (H): 0.068, atom 10 (H): 0.063, atom 11 (H): 0.110, atom 12 (H): 0.107, atom 13 (H): 0.104, atom 14 (H): 0.085, atom 15 (H): 0.110, atom 16 (H): 0.073, atom 17 (H): 0.069, atom 18 (H): -0.199